102
Properties=species:S:1:pos:R:3:lowdin_charge:R:1 method="wB97M-V/def2-TZVPD" orbital_gap_ev=4.83 lumo_ha=0.1222 mol_weight_g_mol=1076.4 total_charge=-2 spin_multiplicity=1 total_energy_ev=-222497.24942 e_homo_ha=-0.0552 max_force_ev_per_a=3.81
C -1.040 -7.385 2.684 -0.018
H -1.946 5.373 3.744 0.085
H -0.172 -4.296 0.392 0.091
C 0.272 4.767 -3.109 -0.142
C 4.999 3.780 -1.773 -0.097
C 3.591 5.486 -0.865 -0.098
C 2.399 0.719 -3.825 -0.141
O -0.326 -2.005 -0.631 -0.047
H 0.209 -2.551 4.156 0.138
H 3.493 -0.480 -5.223 0.094
H -2.696 -0.855 0.832 0.116
C -0.674 -6.099 3.044 -0.223
C -1.388 -8.333 3.640 -0.107
H 0.283 5.805 4.744 0.077
O 0.791 1.566 4.923 -0.586
H 2.254 4.656 3.834 0.103
H -2.770 -4.762 -3.764 0.092
N -0.671 0.771 3.055 -0.440
As 1.033 2.246 -1.761 1.378
H 0.046 -4.344 5.719 0.149
N -0.393 -4.446 4.815 0.084
H -2.178 3.797 1.860 0.104
Sr 0.257 0.429 0.780 1.242
C -2.268 4.861 -2.032 -0.092
C 1.174 3.556 2.353 -0.213
H -1.727 3.022 -1.047 0.090
C 2.357 2.885 1.926 -0.160
O -0.497 -1.302 2.083 -0.240
H -5.126 -1.198 -3.589 0.093
C -1.974 -3.164 -2.562 -0.016
C -1.422 3.806 -1.727 -0.092
C 2.624 3.383 -1.568 -0.355
C -0.563 -3.302 4.065 0.015
C -2.142 -1.859 -2.117 -0.107
H -1.444 -5.533 0.562 0.101
C -1.543 -1.962 2.251 -0.337
H 3.313 3.304 2.271 0.121
H 0.265 -6.034 0.379 0.095
C -2.810 -3.860 3.266 -0.044
C -2.733 -1.717 1.484 0.021
H -1.621 -8.725 5.735 0.092
H 2.896 0.291 -2.960 0.015
H -4.714 -2.305 0.969 0.103
H 3.466 6.477 -0.444 0.094
H -0.125 2.808 -4.621 0.088
H 5.984 3.421 -2.057 0.094
H -2.875 -4.647 4.006 0.110
C -0.097 3.312 1.739 -0.439
C -1.849 5.864 -2.890 -0.118
C 0.689 2.103 -4.740 -0.110
H -4.762 -4.226 2.523 0.094
H 5.703 5.722 -1.183 0.086
H 5.833 0.412 0.570 0.065
C 2.708 0.254 -5.091 -0.099
C -4.233 -1.734 -3.304 -0.135
Br -5.297 -3.811 -4.948 0.650
H -3.423 -0.152 -2.110 0.118
C 1.419 1.691 -3.629 -0.330
C -0.138 3.748 -2.253 -0.372
H -3.258 4.906 -1.596 0.094
H 0.394 1.959 -6.858 0.090
C -0.711 -5.730 4.418 -0.207
S 2.705 -0.635 -0.577 0.522
C 0.977 1.623 -6.007 -0.113
C -1.367 -7.994 4.980 -0.121
H 1.274 4.741 -3.529 0.110
H 4.043 1.946 -2.289 0.079
H -1.029 -7.668 1.643 0.104
C -1.072 4.872 3.342 -0.119
C -3.284 -1.157 -2.479 -0.016
C -1.623 -3.067 3.224 -0.124
S 0.681 0.821 3.645 0.621
H 1.527 4.978 -0.649 0.108
H 5.298 -0.842 -0.463 0.036
C 1.278 4.475 3.400 -0.076
N 2.405 1.832 1.186 -0.119
C 0.177 5.126 3.906 -0.137
C 3.899 2.951 -1.915 -0.109
H -1.100 -3.711 -2.242 0.113
N 5.181 0.107 -0.139 0.012
C -0.408 -5.280 0.801 -0.048
C -3.874 -3.606 2.463 -0.093
C -1.033 -6.705 5.359 -0.039
C -1.205 4.007 2.286 -0.032
H -1.035 -6.431 6.407 0.107
C 3.853 0.398 0.161 -0.952
N 3.684 1.425 0.932 -0.036
H -2.509 6.688 -3.133 0.087
O -1.103 0.021 -1.123 -0.201
C -0.574 5.812 -3.432 -0.105
C 2.004 0.713 -6.191 -0.126
O -0.224 -5.153 2.190 -0.083
C -1.084 -1.225 -1.205 -0.702
H -1.655 -9.336 3.336 0.094
H 2.234 0.346 -7.184 0.086
O -0.238 2.549 0.729 -0.406
C -4.015 -3.019 -3.763 -0.691
C -3.834 -2.510 1.566 -0.062
C 4.846 5.062 -1.271 -0.118
C -2.903 -3.753 -3.399 -0.138
C 2.499 4.647 -0.998 -0.122
H -0.240 6.592 -4.107 0.091